{
  "formula": "C11H18OS",
  "method": "wB97M-V/def2-TZVPD",
  "multiplicity": 1,
  "smiles": "CC1(C)C[C@H]2CC[C@](O)(CC2)C1=S",
  "fmax_ev_per_a": 4.77,
  "de_lowest_kcal_mol": 3.2,
  "species": ["C", "C", "C", "C", "C", "C", "C", "C", "C", "C", "C", "O", "S", "H", "H", "H", "H", "H", "H", "H", "H", "H", "H", "H", "H", "H", "H", "H", "H", "H", "H"],
  "coordinates": [[1.6375, 0.0834, -0.1951], [-1.1778, 0.8213, 1.5240], [-1.5722, 1.3629, -0.8524], [0.0592, 1.6823, 1.4795], [-0.1431, 1.8572, -1.1517], [-0.6732, -0.9148, -0.3608], [-1.5376, 0.2038, 0.1711], [0.7406, 1.7058, 0.1044], [0.8657, -1.1387, -0.0638], [1.3412, -2.2194, -0.9399], [0.9908, -1.6449, 1.2968], [1.6195, 2.7961, 0.0851], [3.2084, 0.2766, -0.4452], [-1.1873, 0.1672, 2.4694], [-1.9968, 1.5636, 1.7565], [-2.1135, 2.1586, -0.4387], [-2.3284, 1.1199, -1.6915], [-0.1890, 2.8204, 1.5907], [0.7324, 1.5396, 2.2617], [0.3516, 1.2012, -1.9308], [-0.1636, 2.8788, -1.4793], [-1.1339, -1.8673, -0.0663], [-0.8808, -0.8867, -1.4294], [-2.5590, -0.1724, 0.3147], [2.4311, -2.3646, -0.8235], [1.3113, -2.0006, -2.0179], [0.6675, -3.0470, -1.1261], [2.0729, -1.8453, 1.4798], [0.4833, -2.5614, 1.4447], [0.6034, -0.9876, 2.1123], [2.3754, 2.3100, 0.2841]],
  "forces_ev_per_angstrom": [[-0.262, 4.685, 0.874], [-1.400, 0.604, 2.053], [-0.845, -1.187, -0.932], [-0.988, 2.786, -2.036], [-0.424, -2.271, -0.282], [-0.139, -1.387, -0.398], [-0.276, 0.865, 0.732], [0.148, -1.739, -0.597], [-3.198, 0.741, -1.292], [1.323, -0.471, -3.377], [1.577, 0.509, 3.487], [-1.692, -0.205, -0.536], [0.149, -0.290, -0.094], [0.075, 0.369, -1.709], [0.415, -0.975, -0.252], [-0.638, 1.414, 1.134], [1.909, -0.046, 0.517], [0.060, -1.895, -0.047], [1.414, -0.647, 1.141], [-0.631, 1.009, 0.461], [0.236, 0.457, -0.151], [0.144, 0.052, 0.160], [0.535, -0.132, -0.374], [0.189, -0.113, -0.341], [-0.717, -0.844, 0.454], [0.173, 1.282, -0.034], [0.133, -0.903, 1.592], [-0.693, 0.157, 0.201], [-0.634, -1.100, -0.196], [0.497, -0.200, -0.743], [3.560, -0.527, 0.585]],
  "mulliken_charge": [-0.47, -1.21, -1.13, -1.34, -1.27, -2.03, 0.61, 1.24, 3.08, -2.12, -1.93, -0.53, -0.35, 0.33, 0.43, 0.55, 0.30, 0.37, 0.26, 0.23, 0.51, 0.59, 0.39, 0.56, 0.40, 0.46, 0.45, 0.42, 0.47, 0.28, 0.46]
}



{
  "formula": "C11H19AsBrGaN2O",
  "method": "wB97M-V/def2-TZVPD",
  "multiplicity": 1,
  "charge": 2,
  "energy_ha": -7349.45428,
  "fmax_ev_per_a": 0.38,
  "species": ["Ga", "C", "C", "O", "N", "C", "C", "C", "C", "C", "C", "N", "H", "H", "H", "H", "H", "H", "H", "H", "H", "H", "C", "As", "C", "C", "H", "H", "H", "H", "H", "H", "H", "H", "H", "Br"],
  "coordinates": [[-0.1786, -0.2149, -0.3253], [0.2592, 3.0631, 2.3892], [-0.2128, 2.3802, 1.1509], [0.0771, 1.1642, 0.9548], [-0.9334, 3.0576, 0.2742], [-1.5724, 2.4567, -0.8993], [-0.6010, 2.1084, -2.0036], [-0.4293, 2.9305, -3.0966], [0.4599, 2.5677, -4.0985], [1.1647, 1.3803, -3.9832], [0.9509, 0.5962, -2.8712], [0.0899, 0.9497, -1.8993], [1.0060, 2.4526, 2.8855], [-0.5889, 3.2024, 3.0630], [0.6740, 4.0444, 2.1587], [-1.1369, 4.0249, 0.4843], [-2.2932, 3.1780, -1.2732], [-2.1399, 1.5780, -0.5934], [-0.9982, 3.8480, -3.1702], [0.5961, 3.2063, -4.9620], [1.8629, 1.0606, -4.7434], [1.4688, -0.3432, -2.7460], [3.1012, -1.3434, 1.0105], [1.5882, -1.8980, -0.0284], [0.7116, -3.3224, 0.9150], [2.2839, -2.6882, -1.6373], [3.7563, -2.2059, 1.1188], [2.7691, -1.0069, 1.9894], [3.6265, -0.5418, 0.4973], [1.4559, -4.0616, 1.2054], [-0.0231, -3.7726, 0.2514], [0.2104, -2.9321, 1.7975], [2.7332, -3.6367, -1.3473], [3.0447, -2.0465, -2.0749], [1.4810, -2.8729, -2.3472], [-2.2236, -1.1525, -0.1008]],
  "forces_ev_per_angstrom": [[0.080, -0.056, 0.031], [-0.012, 0.001, -0.040], [-0.034, 0.110, -0.124], [0.153, -0.098, 0.336], [0.007, -0.021, 0.062], [0.044, 0.104, -0.009], [0.004, -0.042, 0.063], [-0.016, 0.055, -0.038], [0.031, 0.038, -0.057], [-0.001, -0.005, -0.012], [-0.098, 0.141, -0.007], [0.005, 0.058, -0.325], [0.011, -0.003, -0.003], [0.001, -0.011, 0.005], [-0.020, -0.004, 0.008], [0.011, -0.026, -0.010], [-0.016, 0.008, -0.027], [-0.046, -0.034, 0.026], [0.011, -0.019, 0.000], [0.000, -0.016, 0.012], [-0.008, -0.003, 0.005], [0.012, -0.049, 0.027], [0.032, 0.022, 0.011], [-0.253, 0.078, 0.115], [0.033, -0.055, 0.015], [-0.005, -0.032, -0.003], [0.053, 0.010, 0.034], [0.006, 0.011, 0.023], [0.037, 0.015, 0.017], [0.005, -0.022, 0.000], [-0.039, -0.033, 0.014], [-0.004, 0.003, 0.024], [0.045, -0.022, -0.067], [0.030, 0.005, -0.027], [-0.004, -0.036, -0.025], [-0.054, -0.074, -0.056]],
  "mulliken_charge": [0.28, -1.32, 0.93, -0.33, 0.02, -1.59, 1.29, -0.84, -0.32, -0.85, 0.24, 0.28, 0.32, 0.35, 0.43, 0.30, 0.61, 0.16, 0.46, 0.45, 0.45, 0.15, -1.06, 0.40, -1.14, -1.17, 0.43, 0.38, 0.39, 0.43, 0.41, 0.38, 0.44, 0.44, 0.41, -0.24]
}



{
  "formula": "C11H19AuN10",
  "method": "wB97M-V/def2-TZVPD",
  "multiplicity": 3,
  "charge": 2,
  "energy_ha": -1113.12308,
  "fmax_ev_per_a": 3.29,
  "species": ["Au", "C", "N", "C", "C", "N", "N", "C", "N", "N", "H", "H", "H", "H", "H", "H", "H", "H", "H", "H", "H", "C", "C", "C", "C", "N", "N", "C", "H", "H", "H", "H", "H", "H", "H", "H", "N", "C", "N", "C", "N"],
  "coordinates": [[0.9465, -0.3007, -0.6240], [1.0303, -0.8420, 4.1156], [0.2710, -1.8208, 3.3735], [-0.7895, -2.5468, 4.0515], [0.3509, -1.7463, 2.0315], [1.1107, -0.8747, 1.3747], [-0.4046, -2.6784, 1.3144], [-0.6012, -2.7646, -0.0551], [-1.1681, -3.9292, -0.4746], [-0.3864, -1.7822, -0.9103], [0.8287, -0.9671, 5.1804], [0.7635, 0.1692, 3.7869], [2.0988, -1.0363, 4.0149], [-0.5893, -2.4893, 5.1294], [-0.7808, -3.6127, 3.7710], [-1.8422, -2.1802, 3.8942], [1.6044, -0.2094, 1.9796], [-0.7704, -3.4609, 1.8874], [-1.6440, -4.5498, 0.2152], [-1.6318, -3.8932, -1.3669], [-0.6472, -2.0171, -1.8845], [-0.3669, 4.9592, -1.6977], [-0.7708, 3.5343, -1.9292], [-2.0477, 2.9539, -2.1129], [-1.8329, 1.5534, -2.3391], [-0.4993, 1.3019, -2.2970], [0.0993, 2.4915, -2.0229], [-2.7939, 0.4491, -2.6513], [-1.1891, 5.6105, -2.0828], [0.5306, 5.1937, -2.3011], [-0.2362, 5.2389, -0.6284], [-3.0065, 3.4885, -2.1024], [1.0571, 2.4741, -1.7312], [-3.7528, 0.8391, -3.0633], [-3.0797, -0.1571, -1.7663], [-2.3034, -0.2194, -3.3615], [6.2745, 0.6757, -3.1805], [5.5458, 0.6612, -2.2744], [4.7363, 0.5274, -1.2415], [3.5128, 0.8250, -1.1225], [2.3736, 1.1315, -0.8991]],
  "forces_ev_per_angstrom": [[0.670, 0.316, -0.873], [0.383, 0.156, 0.646], [-0.370, 0.165, -1.189], [-0.980, -0.645, 0.448], [0.429, 0.553, -0.601], [-0.408, -0.560, 1.760], [0.037, -0.384, 0.182], [-1.006, -0.033, -0.403], [-0.494, -0.116, 1.323], [-0.548, -1.409, 0.314], [-0.159, 0.205, -0.219], [0.146, -0.040, 0.310], [0.051, 0.197, -0.224], [-0.090, -0.188, -0.433], [0.104, 0.240, 0.304], [1.105, 0.068, -0.120], [-0.260, -0.484, -0.429], [0.417, 0.827, -0.810], [0.743, 0.735, -0.921], [0.053, -0.215, -0.164], [0.322, 0.125, 0.948], [-0.777, 0.153, -0.782], [2.301, -0.251, 0.535], [-1.662, -2.078, -0.613], [-0.282, 1.321, 0.124], [-0.804, 1.034, 0.557], [-1.104, 1.293, -0.175], [-0.685, 0.043, 0.154], [0.553, -0.488, 0.342], [-0.215, -0.162, 0.599], [0.108, -0.454, -0.560], [0.567, -0.323, -0.040], [1.080, -0.077, 0.022], [0.848, -0.258, 0.108], [0.365, 0.491, -0.283], [-0.280, 0.060, -0.105], [-0.761, 0.162, 1.089], [0.914, -0.383, -1.695], [-2.964, 0.920, 1.091], [3.155, -0.553, -0.619], [-0.499, 0.035, 0.406]],
  "mulliken_charge": [0.75, -1.09, 0.06, -0.98, 0.64, -0.71, -0.06, 0.75, -0.43, -0.54, 0.27, 0.44, 0.40, 0.33, 0.37, 0.35, 0.23, 0.08, 0.24, 0.23, 0.19, -1.05, 0.61, -0.48, 0.64, -0.56, 0.29, -1.11, 0.37, 0.37, 0.32, 0.40, 0.37, 0.38, 0.23, 0.32, -0.37, 0.43, -0.51, 0.65, -0.81]
}



{
  "formula": "C11H19Br2ClNS",
  "method": "wB97M-V/def2-TZVPD",
  "multiplicity": 1,
  "charge": 1,
  "smiles": "C/C(Br)=C(\\Br)[N@H+]1CCC[C@H](Cl)[C@@H]1CCCS",
  "energy_ha": -6491.45212,
  "fmax_ev_per_a": 0.34,
  "species": ["C", "C", "Br", "C", "Br", "N", "C", "C", "C", "C", "Cl", "C", "C", "C", "C", "S", "H", "H", "H", "H", "H", "H", "H", "H", "H", "H", "H", "H", "H", "H", "H", "H", "H", "H", "H"],
  "coordinates": [[-0.3360, 0.7050, 4.3047], [-0.0475, 0.1509, 2.9421], [1.7293, -0.4570, 2.6743], [-0.9339, 0.0374, 1.9607], [-2.7202, 0.5026, 2.2437], [-0.5627, -0.4835, 0.6362], [-1.4815, -1.5573, 0.0673], [-2.6598, -1.0443, -0.7525], [-2.2907, 0.0812, -1.7241], [-1.4966, 1.1494, -0.9913], [-1.0440, 2.5030, -2.0617], [-0.1994, 0.6022, -0.3948], [0.7904, 0.0236, -1.4236], [2.2075, 0.5918, -1.2815], [3.2533, -0.2569, -1.9975], [4.9435, 0.3717, -1.7264], [-1.3373, 0.4200, 4.6311], [-0.2783, 1.7969, 4.2767], [0.3914, 0.3439, 5.0296], [0.3286, -0.9610, 0.8221], [-1.8089, -2.1525, 0.9212], [-0.8327, -2.1805, -0.5497], [-3.4685, -0.7147, -0.0973], [-3.0412, -1.9045, -1.3087], [-3.2019, 0.5238, -2.1302], [-1.7105, -0.2980, -2.5702], [-2.1039, 1.5965, -0.2012], [0.2899, 1.3893, 0.1845], [0.4092, 0.2455, -2.4225], [0.8251, -1.0714, -1.3595], [2.4883, 0.6892, -0.2302], [2.2173, 1.6053, -1.6981], [3.2113, -1.2911, -1.6494], [3.0817, -0.2651, -3.0758], [5.3888, -0.6913, -1.0480]],
  "forces_ev_per_angstrom": [[0.039, -0.054, -0.027], [0.140, -0.089, 0.296], [-0.006, 0.107, -0.095], [-0.019, -0.048, -0.215], [-0.171, 0.124, 0.033], [0.001, 0.002, 0.065], [-0.032, -0.157, 0.048], [-0.092, 0.071, 0.035], [0.036, -0.001, -0.006], [-0.018, 0.103, 0.049], [-0.046, -0.065, -0.013], [0.019, 0.051, -0.063], [-0.041, -0.025, -0.033], [-0.038, 0.126, -0.103], [-0.025, -0.012, -0.048], [-0.035, -0.042, 0.013], [0.101, 0.047, -0.015], [-0.014, -0.064, 0.005], [-0.050, 0.015, -0.064], [0.008, 0.026, -0.034], [0.024, 0.027, -0.080], [-0.042, 0.067, 0.028], [0.141, -0.060, -0.089], [0.018, 0.068, 0.043], [0.091, -0.037, -0.009], [-0.035, 0.020, 0.067], [0.081, -0.059, -0.126], [-0.068, -0.090, 0.013], [0.084, -0.067, 0.033], [-0.015, 0.070, 0.073], [-0.021, -0.081, 0.047], [0.014, -0.055, 0.126], [0.013, 0.066, -0.053], [-0.083, -0.024, 0.079], [0.038, 0.038, 0.022]],
  "mulliken_charge": [-1.35, 0.68, -0.14, -0.35, -0.02, 0.00, -0.75, -0.49, -0.63, -0.34, -0.13, -0.19, -0.96, -0.53, -0.84, -0.20, 0.42, 0.31, 0.40, 0.40, 0.47, 0.45, 0.28, 0.38, 0.41, 0.28, 0.41, 0.68, 0.54, 0.28, 0.29, 0.36, 0.41, 0.33, 0.14]
}